Entry 1:
# C6H14NO

A gas-phase ion, C6H14NO (charge -1) in a non-equilibrium geometry (ωB97M-V with the def2-TZVPD basis set, the Open Molecules 2025 dataset).

Positions of all 22 atoms, in Å:
C1 2.72 0.71 1.37
C2 1.40 0.02 1.48
N1 0.70 0.62 0.24
C3 -2.81 0.65 -1.11
C4 -1.27 0.46 -1.37
C5 -0.50 -0.11 -0.13
C6 -0.30 -1.72 -0.31
O1 0.06 -2.40 0.70
H1 2.74 1.81 1.16
H2 3.28 0.15 0.57
H3 3.27 0.64 2.29
H4 1.53 -1.08 1.35
H5 0.82 0.30 2.36
H6 1.25 0.51 -0.58
H7 -3.11 0.00 -0.31
H8 -2.97 1.72 -0.75
H9 -3.30 0.33 -2.05
H10 -0.99 -0.15 -2.17
H11 -0.81 1.45 -1.57
H12 -1.16 -0.07 0.66
H13 -1.17 -2.17 -0.82
H14 0.64 -1.68 -1.03

Computed properties:
Energy relative to the best compared isomer or geometry (same formula, charge and spin) = 39.7 kcal/mol
Total charge = -1
SMILES = CCN[C@@H](CC)C[O-]

***

Entry 2:
# C40H31AsN3O2RhS2

A molecular structure, C40H31AsN3O2RhS2 (ωB97M-V with the def2-TZVPD basis set, the Open Molecules 2025 dataset).

Positions of all 80 atoms, in Å:
Rh1 0.01 0.02 0.09
C1 7.13 -0.31 -1.10
C2 6.73 0.81 -0.39
C3 5.42 0.92 0.07
C4 4.52 -0.10 -0.18
C5 4.91 -1.22 -0.91
C6 6.22 -1.33 -1.36
As1 2.71 -0.07 0.50
C7 2.79 1.38 1.78
C8 2.66 2.73 1.52
C9 2.65 3.63 2.58
C10 2.77 3.16 3.88
C11 2.90 1.80 4.14
C12 2.90 0.89 3.09
C13 2.96 -0.58 3.21
C14 3.07 -1.30 4.39
C15 3.08 -2.69 4.36
C16 2.98 -3.37 3.16
C17 2.87 -2.66 1.97
C18 2.87 -1.28 2.00
H1 8.15 -0.40 -1.45
H2 7.43 1.61 -0.19
H3 5.12 1.80 0.63
H4 4.20 -2.02 -1.12
H5 6.52 -2.21 -1.92
H6 2.55 3.09 0.51
H7 2.52 4.69 2.38
H8 2.76 3.86 4.71
H9 2.97 1.45 5.16
H10 3.13 -0.78 5.34
H11 3.16 -3.24 5.29
H12 2.98 -4.46 3.14
H13 2.76 -3.19 1.03
N1 1.27 5.68 0.42
C19 0.77 4.89 -0.26
N2 0.19 4.04 -1.09
C20 0.19 2.80 -1.06
N3 0.18 1.61 -1.16
C21 -3.93 -7.17 3.11
C22 -3.04 -8.38 3.25
O1 -3.45 -9.45 3.63
S1 -1.26 -8.27 2.99
C23 -1.04 -6.72 2.15
C24 -0.49 -5.64 2.83
C25 -0.28 -4.44 2.18
C26 -0.61 -4.30 0.83
C27 -1.16 -5.39 0.14
C28 -1.35 -6.60 0.80
C29 -0.40 -3.04 0.19
C30 -0.14 -1.95 -0.31
H14 -4.90 -7.51 2.75
H15 -3.52 -6.40 2.46
H16 -4.06 -6.75 4.11
H17 -0.24 -5.74 3.88
H18 0.15 -3.59 2.70
H19 -1.41 -5.28 -0.90
H20 -1.76 -7.45 0.26
C31 -0.19 0.16 2.12
C32 -0.35 0.18 3.32
C33 -0.41 0.26 4.76
C34 -0.41 -0.90 5.54
C35 -0.45 -0.82 6.92
C36 -0.49 0.42 7.55
C37 -0.49 1.58 6.79
C38 -0.45 1.50 5.40
H21 -0.38 -1.86 5.04
H22 -0.45 -1.73 7.51
H23 -0.51 0.48 8.63
H24 -0.51 2.54 7.27
H25 -0.44 2.40 4.80
C39 -3.39 -1.43 1.53
S2 -3.22 0.30 1.20
C40 -4.81 0.61 0.51
O2 -2.28 0.39 0.01
H26 -4.13 -1.57 2.32
H27 -2.41 -1.77 1.87
H28 -3.67 -1.93 0.61
H29 -5.57 0.45 1.28
H30 -4.96 -0.07 -0.34
H31 -4.82 1.64 0.17

Computed properties:
Energy = -136057.9260 eV
Expectation value of S² = 6.027
2S+1 = 5

***

Entry 3:
# C37H61BrF9O15PS2

4 unconnected molecules or ions with the total composition C37H61BrF9O15PS2 in a non-equilibrium geometry (ωB97M-V with the def2-TZVPD basis set, the Open Molecules 2025 dataset).

Positions of all 126 atoms, in Å:
C1 -4.13 1.97 3.80
C2 -5.27 1.04 4.29
O1 -5.01 -0.34 4.09
C3 -4.06 -0.88 5.02
C4 -2.78 -1.27 4.25
C5 -2.06 -2.50 4.83
C6 -1.00 -3.07 3.87
C7 0.08 -2.01 3.48
C8 1.49 -2.44 3.96
O2 2.15 -3.08 2.85
S1 3.55 -2.48 2.39
O3 4.64 -2.83 3.23
O4 3.79 -2.97 1.08
C9 3.34 -0.66 2.37
C10 2.32 -0.19 1.34
C11 2.68 -0.47 -0.16
C12 2.68 0.83 -1.03
C13 1.60 0.80 -2.15
C14 2.09 1.63 -3.34
C15 1.32 1.37 -4.64
O5 1.33 2.56 -5.48
C16 0.27 3.38 -5.25
C17 -1.15 2.92 -5.51
O6 0.47 4.49 -4.87
C18 4.77 -0.14 2.04
C19 4.89 1.39 2.01
C20 5.97 1.85 1.05
F1 7.07 1.10 1.36
F2 5.71 1.56 -0.22
C21 6.43 3.32 1.25
F3 7.67 3.41 0.79
F4 6.51 3.65 2.51
S2 5.43 4.64 0.34
F5 5.96 4.15 -1.05
F6 4.14 3.74 0.27
F7 4.92 5.24 1.72
F8 6.67 5.64 0.44
F9 4.64 5.78 -0.41
C22 3.02 -0.27 3.87
P1 2.24 1.43 4.05
C23 0.46 1.44 3.52
C24 2.16 1.84 5.87
C25 2.25 -1.34 4.71
Br1 3.40 -2.14 6.12
H1 -4.49 2.56 2.96
H2 -3.26 1.41 3.44
H3 -3.82 2.68 4.57
H4 -6.17 1.27 3.73
H5 -5.47 1.22 5.35
H6 -3.78 -0.08 5.71
H7 -4.49 -1.72 5.58
H8 -2.96 -1.43 3.18
H9 -2.10 -0.42 4.33
H10 -2.82 -3.28 4.96
H11 -1.58 -2.31 5.80
H12 -1.54 -3.32 2.95
H13 -0.56 -4.00 4.23
H14 -0.19 -1.10 4.02
H15 0.03 -1.92 2.40
H16 1.30 -3.23 4.69
H17 2.17 0.89 1.40
H18 1.33 -0.63 1.49
H19 1.90 -1.10 -0.57
H20 3.65 -0.93 -0.28
H21 2.51 1.74 -0.45
H22 3.64 0.89 -1.56
H23 0.71 1.27 -1.74
H24 1.42 -0.24 -2.44
H25 2.00 2.70 -3.12
H26 3.15 1.47 -3.55
H27 0.30 1.00 -4.49
H28 1.85 0.61 -5.19
H29 -1.87 3.72 -5.46
H30 -1.17 2.37 -6.46
H31 -1.38 2.18 -4.74
H32 5.42 -0.49 2.84
H33 5.17 -0.60 1.13
H34 3.94 1.91 1.86
H35 5.24 1.71 3.00
H36 3.99 -0.15 4.35
H37 0.30 2.40 3.02
H38 -0.24 1.43 4.36
H39 0.19 0.66 2.82
H40 1.46 1.16 6.37
H41 3.15 1.84 6.32
H42 1.70 2.82 5.91
H43 1.50 -0.81 5.29
C26 -5.70 -5.45 1.36
C27 -4.82 -4.29 1.76
C28 -5.15 -3.00 1.05
O7 -3.89 -2.33 1.03
C29 -2.93 -3.29 1.05
O8 -1.78 -3.09 0.84
O9 -3.46 -4.50 1.36
H44 -5.43 -6.34 1.94
H45 -6.75 -5.23 1.54
H46 -5.55 -5.70 0.31
H47 -4.84 -4.15 2.84
H48 -5.90 -2.40 1.57
H49 -5.48 -3.15 0.01
C30 -7.42 3.02 -3.75
C31 -6.11 2.27 -3.73
C32 -4.89 3.15 -3.70
O10 -3.91 2.34 -4.35
C33 -4.58 1.52 -5.20
O11 -4.06 0.86 -6.05
O12 -5.91 1.54 -4.95
H50 -8.26 2.32 -3.74
H51 -7.51 3.68 -2.89
H52 -7.51 3.61 -4.66
H53 -6.10 1.55 -2.90
H54 -4.57 3.40 -2.68
H55 -5.02 4.08 -4.26
C34 1.72 -2.32 -9.32
C35 2.34 -2.67 -7.99
C36 1.79 -3.93 -7.36
O13 1.95 -3.67 -5.96
C37 1.92 -2.32 -5.80
O14 1.82 -1.77 -4.75
O15 2.01 -1.69 -6.99
H56 2.18 -1.42 -9.73
H57 1.85 -3.14 -10.03
H58 0.66 -2.11 -9.21
H59 3.43 -2.71 -8.07
H60 2.33 -4.82 -7.65
H61 0.72 -4.08 -7.56

Computed properties:
Energy = -195527.3315 eV
SMILES = CCOCCCCC[C@H]1OS(=O)(=O)[C@](CCCCCCOC(C)=O)(CCC(F)(F)C(F)(F)S(F)(F)(F)(F)F)[C@@H](P(C)C)[C@@H]1Br.C[C@@H]1COC(=O)O1.C[C@@H]1COC(=O)O1.C[C@@H]1COC(=O)O1

***

Entry 4:
# C18H18F2IrN7O2S2

A molecular structure, C18H18F2IrN7O2S2 (ωB97M-V with the def2-TZVPD basis set, the Open Molecules 2025 dataset).

Positions of all 50 atoms, in Å:
Ir1 -0.49 0.31 0.63
O1 3.35 0.22 1.55
C1 2.45 0.93 1.14
O2 1.24 0.93 1.63
C2 2.80 1.97 0.11
C3 4.05 2.57 0.22
C4 4.44 3.57 -0.66
C5 3.59 3.98 -1.69
C6 2.36 3.39 -1.83
C7 1.94 2.37 -0.94
S1 0.41 1.69 -1.26
H1 4.70 2.24 1.01
H2 5.41 4.03 -0.55
H3 3.90 4.76 -2.37
H4 1.69 3.69 -2.62
N1 -3.99 2.48 0.39
C8 -3.26 3.59 0.75
C9 -1.96 3.19 0.84
N2 -1.91 1.85 0.54
C10 -3.14 1.45 0.28
C11 -3.29 0.04 -0.01
N3 -2.18 -0.67 0.05
C12 -2.53 -1.99 -0.08
C13 -3.88 -2.06 -0.25
N4 -4.35 -0.77 -0.21
H5 -4.99 2.46 0.27
H6 -3.72 4.56 0.89
H7 -1.08 3.75 1.07
H8 -1.81 -2.78 -0.04
H9 -4.53 -2.90 -0.41
H10 -5.31 -0.49 -0.28
C14 -0.03 -4.75 -2.35
C15 1.16 -3.79 -2.32
C16 1.19 -2.99 -1.06
N5 0.50 -1.92 -0.88
N6 0.65 -1.40 0.39
C17 1.47 -2.09 1.16
N7 1.80 -1.80 2.42
S2 2.11 -3.47 0.34
H11 0.00 -5.37 -3.25
H12 -0.97 -4.20 -2.34
H13 -0.02 -5.42 -1.48
H14 1.10 -3.09 -3.16
H15 2.09 -4.34 -2.42
H16 1.65 -0.83 2.67
H17 2.68 -2.17 2.75
F1 -1.03 -1.39 2.91
C18 -1.16 -0.08 2.52
F2 -2.50 0.20 2.71
H18 -0.60 0.54 3.23

Computed properties:
Energy relative to the best compared isomer or geometry (same formula, charge and spin) = 6.1 kcal/mol
Total charge = +1
Expectation value of S² = 0.774
2S+1 = 2

***

Entry 5:
# CHBrN2

CHBrN2 in the gas phase in a non-equilibrium geometry (ωB97M-V with the def2-TZVPD basis set, the Open Molecules 2025 dataset).

Positions of all 5 atoms, in Å:
C1 -0.03 -0.45 0.19
N1 -0.41 0.81 -0.06
N2 -0.64 1.91 -0.01
Br1 1.85 -0.95 -0.01
H1 -0.76 -1.32 -0.12

Computed properties:
Energy relative to the best compared isomer or geometry (same formula, charge and spin) = 15.3 kcal/mol

***

Entry 6:
# C4H7NO

C4H7NO in the gas phase (ωB97M-V with the def2-TZVPD basis set, the Open Molecules 2025 dataset).

Positions of all 13 atoms, in Å:
C1 0.14 1.62 0.82
C2 -0.02 0.87 -0.48
C3 1.01 -0.17 -0.89
N1 -0.28 -0.54 -0.40
C4 -0.79 -1.57 0.15
O1 -0.12 -2.71 0.08
H1 -0.82 1.89 1.27
H2 0.70 2.55 0.64
H3 0.71 1.02 1.52
H4 -0.64 1.37 -1.23
H5 1.04 -0.31 -1.98
H6 0.80 -2.45 -0.18
H7 -1.73 -1.58 0.68

Computed properties:
Energy relative to the best compared isomer or geometry (same formula, charge and spin) = 100.6 kcal/mol

***

Entry 7:
# C6H9N

C6H9N in the gas phase in a non-equilibrium geometry (ωB97M-V with the def2-TZVPD basis set, the Open Molecules 2025 dataset).

Positions of all 16 atoms, in Å:
C1 0.26 -2.92 0.51
C2 -0.78 -1.77 0.57
C3 -0.75 -0.71 -0.19
C4 -1.08 0.49 -0.59
N1 -0.56 1.64 0.03
C5 0.14 2.55 -0.86
C6 0.88 1.75 0.15
H1 -0.12 -3.76 -0.08
H2 0.59 -3.34 1.47
H3 1.19 -2.59 0.00
H4 -1.84 0.65 -1.35
H5 -1.90 -1.30 0.56
H6 -0.09 3.60 -0.69
H7 0.24 2.25 -1.90
H8 1.50 0.93 -0.22
H9 1.23 2.22 1.07

Computed properties:
Energy relative to the best compared isomer or geometry (same formula, charge and spin) = 126.4 kcal/mol
SMILES = CC=C=CN1CC1

***

Entry 8:
# C4H10NOS

2 unconnected molecules or ions with the total composition C4H10NOS in a non-equilibrium geometry (ωB97M-V with the def2-TZVPD basis set, the Open Molecules 2025 dataset).

Positions of all 17 atoms, in Å:
C1 -0.09 2.16 0.80
C2 2.45 -1.30 0.20
C3 -2.34 -0.74 -1.00
C4 -0.39 0.94 0.11
N1 1.12 -0.79 0.52
O1 0.24 -1.64 0.60
S1 -1.79 0.08 0.48
H1 -0.57 2.23 1.74
H2 0.88 2.43 1.01
H3 -0.43 2.90 0.08
H4 2.46 -2.29 0.54
H5 3.35 -0.81 0.56
H6 2.52 -1.50 -0.84
H7 -3.39 -0.61 -0.95
H8 -1.89 -1.70 -1.11
H9 -2.00 -0.19 -1.88
H10 -0.13 0.82 -0.87

Computed properties:
Energy relative to the best compared isomer or geometry (same formula, charge and spin) = 120.9 kcal/mol
Total charge = +1